Entry 1:
DFT (the ωB97M-V functional and the def2-TZVPD basis) results for 5 unconnected molecules or ions with the total composition C37H57Cl3N3O11S5.

* Kohn-Sham gap: 8.4 eV
* relative energy (zero: lowest compared OMol25 entry of this formula, charge and spin): 0.00 kJ/mol
* strongest force on any atom: 0.8 eV/Å
* DFT total energy: -158022.8883 eV

Geometry as ORCA input:
```
! wB97M-V def2-TZVPD RIJCOSX def2/J DEFGRID3
* xyz 1 1
C 3.016 -3.016 1.860
C 2.325 -3.702 0.725
O 2.695 -4.727 0.214
O 1.200 -3.045 0.263
C 0.009 -3.843 0.310
C -1.073 -3.051 -0.396
C -1.477 -1.788 0.395
C -2.937 -1.825 0.857
N -3.677 -0.553 0.765
C -5.009 -0.461 0.366
C -5.931 -1.555 -0.069
C -5.432 -2.492 -1.191
C -6.625 -3.050 -1.955
O -7.211 -2.382 -2.774
N -6.942 -4.379 -1.683
C -7.219 -4.699 -0.299
C -6.503 -5.711 0.311
C -6.751 -6.038 1.632
C -7.722 -5.358 2.347
C -8.450 -4.357 1.726
C -8.201 -4.025 0.408
C -5.330 0.852 0.467
Cl -6.769 1.647 0.105
N -4.224 1.533 0.928
C -4.136 2.927 1.192
Cl -3.359 3.848 -0.017
C -4.647 3.416 2.319
C -5.315 2.561 3.354
Cl -4.561 5.083 2.648
C -3.228 0.652 1.106
S -1.673 1.146 1.716
H 3.888 -2.463 1.511
H 3.391 -3.751 2.569
H 2.358 -2.331 2.388
H 0.193 -4.801 -0.172
H -0.257 -4.000 1.361
H -0.640 -2.724 -1.341
H -1.918 -3.702 -0.618
H -0.831 -1.724 1.270
H -1.262 -0.893 -0.182
H -3.021 -2.162 1.891
H -3.475 -2.539 0.255
H -6.273 -2.127 0.794
H -6.807 -1.035 -0.459
H -4.808 -1.949 -1.897
H -4.902 -3.340 -0.765
H -7.734 -4.625 -2.271
H -5.753 -6.250 -0.251
H -6.184 -6.831 2.099
H -7.909 -5.611 3.380
H -9.222 -3.840 2.278
H -8.784 -3.250 -0.073
H -6.295 2.221 3.018
H -5.448 3.116 4.276
H -4.715 1.680 3.583
H -1.687 0.378 2.816
C -0.316 3.889 -3.828
C -1.831 4.112 -3.693
C -2.086 5.621 -3.800
S -0.757 6.274 -4.816
O 0.050 7.158 -4.016
O -1.282 6.709 -6.086
C 0.123 4.727 -5.025
H -0.070 2.837 -3.968
H 0.193 4.238 -2.927
H -2.349 3.589 -4.499
H -2.221 3.733 -2.750
H -3.033 5.863 -4.274
H -2.027 6.122 -2.837
H 1.190 4.931 -5.059
H -0.207 4.289 -5.966
C 8.147 -5.169 0.086
C 7.226 -4.438 -0.902
C 6.006 -3.945 -0.112
S 6.583 -3.695 1.576
O 5.901 -4.624 2.442
O 6.582 -2.283 1.887
C 8.253 -4.265 1.309
H 9.127 -5.367 -0.344
H 7.704 -6.125 0.371
H 7.757 -3.586 -1.332
H 6.920 -5.082 -1.724
H 5.615 -3.002 -0.487
H 5.212 -4.688 -0.074
H 8.615 -4.775 2.198
H 8.870 -3.390 1.102
C 12.254 -3.608 5.700
C 11.096 -2.613 5.859
C 9.938 -3.112 4.985
S 10.120 -4.900 4.897
O 10.414 -5.264 3.530
O 9.049 -5.537 5.615
C 11.635 -4.995 5.845
H 13.034 -3.444 6.440
H 12.702 -3.504 4.710
H 10.782 -2.582 6.904
H 11.389 -1.603 5.575
H 8.961 -2.889 5.406
H 9.999 -2.728 3.968
H 12.249 -5.800 5.448
H 11.357 -5.206 6.877
C -2.627 10.931 -5.637
C -2.357 11.565 -4.264
C -3.424 11.039 -3.294
S -3.900 9.419 -3.917
O -5.283 9.462 -4.321
O -3.446 8.387 -3.010
C -2.860 9.449 -5.367
H -1.796 11.081 -6.323
H -3.519 11.373 -6.086
H -1.367 11.267 -3.916
H -2.376 12.653 -4.310
H -3.054 10.922 -2.279
H -4.320 11.657 -3.294
H -3.361 8.924 -6.175
H -1.934 8.940 -5.110
*
```

=====

Entry 2:
DFT (the ωB97M-V functional and the def2-TZVPD basis) results for 13 unconnected molecules or ions with the total composition H26O13.

* Kohn-Sham gap: 9.9 eV
* relative energy (zero: lowest compared OMol25 entry of this formula, charge and spin): 143.19 kJ/mol
* strongest force on any atom: 0.7 eV/Å
* DFT total energy: -27040.4630 eV

Geometry as ORCA input:
```
! wB97M-V def2-TZVPD RIJCOSX def2/J DEFGRID3
* xyz 0 1
O 0.895 -0.685 -3.526
H 0.271 -0.342 -4.168
H 0.588 -0.341 -2.684
O -3.184 1.689 -0.224
H -3.688 1.536 0.578
H -2.349 1.239 -0.072
O 2.383 0.055 2.222
H 2.105 0.233 1.317
H 2.707 0.898 2.546
O -0.436 1.731 -1.888
H -0.702 2.403 -1.249
H -0.670 2.104 -2.740
O -0.192 1.544 2.928
H -0.167 1.018 2.117
H 0.719 1.795 3.081
O -0.094 -1.644 3.266
H -0.108 -2.206 2.486
H 0.650 -1.051 3.128
O 0.122 -3.366 1.067
H 0.691 -2.955 0.403
H 0.262 -4.309 0.958
O 1.980 -2.018 -0.525
H 2.746 -2.271 -0.005
H 2.189 -1.136 -0.855
O -0.760 3.854 -0.065
H -0.184 4.497 0.353
H -1.644 4.095 0.223
O -2.547 -1.060 -2.212
H -3.505 -1.017 -2.196
H -2.289 -1.161 -1.284
O 0.182 0.506 0.460
H -0.170 -0.349 0.193
H 0.180 1.033 -0.346
O -1.859 -1.700 0.278
H -2.619 -2.274 0.157
H -1.175 -2.279 0.645
O 3.030 0.415 -1.204
H 2.832 1.323 -1.446
H 3.810 0.193 -1.718
*
```